Run w
12
Properties=species:S:1:pos:R:3:mulliken_charge:R:1 method="wB97M-V/def2-TZVPD" lumo_ev=-2.8 e_homo_ev=-9.399 orbital_gap_ha=0.2430
C 1.34 0.34 1.04 -0.953
C 1.43 -0.55 -0.19 -0.199
S -2.01 0.09 -0.10 -0.175
C 0.64 -0.02 -1.38 -0.617
H 0.28 0.42 1.31 0.232
H 1.88 -0.07 1.90 0.294
H 1.70 1.36 0.83 0.292
H 2.47 -0.71 -0.47 0.332
H 1.02 -1.52 0.07 0.252
H 0.70 -0.71 -2.23 0.308
H 0.92 0.99 -1.68 0.347
H -0.46 0.02 -1.15 -0.112


Run x
12
Properties=species:S:1:pos:R:3:mulliken_charge:R:1 method="wB97M-V/def2-TZVPD" lumo_ev=0.9 e_homo_ev=-8.981 orbital_gap_ha=0.3617 smiles=CC(C)S
C 0.61 1.47 -0.59 -1.062
C 0.34 0.37 0.43 0.105
C -1.14 0.67 0.93 -1.402
S 0.09 -1.28 -0.39 -0.271
H 1.67 1.36 -0.86 0.335
H -0.02 1.21 -1.39 0.368
H 0.09 2.39 -0.17 0.277
H 1.08 0.31 1.28 0.383
H -1.48 -0.06 1.61 0.374
H -1.26 1.61 1.55 0.341
H -1.70 0.66 0.04 0.418
H 1.30 -2.04 -0.33 0.134


Verdict on stability: run w comes out at the bottom.


Run w
7
Properties=species:S:1:pos:R:3:mulliken_charge:R:1 method="wB97M-V/def2-TZVPD" lumo_ev=3.1 e_homo_ev=-3.408 orbital_gap_ha=0.2410 charge=-1
C -1.59 -0.63 0.55 0.675
C 1.25 0.03 -0.03 -0.166
O -1.78 -0.49 1.69 -0.369
S -1.59 -0.97 -0.95 -0.308
Cl 2.02 -0.85 1.35 -0.255
Cl 2.30 -0.64 -1.55 -0.349
Cl 1.81 1.66 0.20 -0.229


Run x
7
Properties=species:S:1:pos:R:3:mulliken_charge:R:1 method="wB97M-V/def2-TZVPD" lumo_ev=2.8 e_homo_ev=-3.108 orbital_gap_ha=0.2153 charge=-1
C -0.49 -1.99 0.96 0.578
C -0.08 1.81 -0.50 -0.177
O -1.37 -1.30 0.72 -0.249
S 0.52 -3.06 1.47 -0.354
Cl 1.02 0.83 0.58 -0.252
Cl -0.63 0.69 -1.85 -0.267
Cl 1.02 3.01 -1.38 -0.279


Verdict on stability: run w comes out at the bottom.


Run w
14
Properties=species:S:1:pos:R:3:mulliken_charge:R:1 method="wB97M-V/def2-TZVPD" lumo_ev=1.0 e_homo_ev=-7.877 orbital_gap_ha=0.3248
N -0.50 0.92 -2.11 -0.564
N 0.28 -0.08 -1.35 -0.501
C 0.03 0.03 -0.12 0.388
N -0.87 0.85 0.55 -0.145
C -0.81 0.53 1.89 -0.080
N 0.08 -0.45 2.12 -0.823
N 0.57 -0.72 0.88 0.870
N 1.53 -1.72 0.71 -0.815
H 0.21 1.45 -2.69 0.245
H -0.99 0.40 -2.85 0.236
H -1.48 1.48 0.05 0.233
H -1.45 0.89 2.70 0.391
H 2.30 -1.23 0.20 0.283
H 1.10 -2.36 0.02 0.281


Run x
14
Properties=species:S:1:pos:R:3:mulliken_charge:R:1 method="wB97M-V/def2-TZVPD" lumo_ev="0.6 / 0.6" e_homo_ev="-7.014 / -7.013" orbital_gap_ha="0.2784 / 0.2784"
C -0.89 -2.02 -0.37 -0.120
C 0.96 -1.20 0.95 0.275
N 0.33 -1.97 0.17 -0.310
N -1.72 -0.95 -0.18 -0.557
N -1.23 0.05 0.38 0.446
N -2.06 1.08 0.39 -0.690
N 1.93 0.44 -0.31 -0.658
N 1.71 -0.20 0.94 -0.056
H -1.27 -2.96 -0.88 0.341
H -3.08 0.89 0.08 0.297
H -1.88 1.84 1.06 0.213
H 2.35 -0.30 -0.82 0.258
H 1.05 0.54 -0.76 0.303
H 2.46 0.03 1.62 0.258


Verdict on stability: run x comes out at the bottom.